1.
# C27H17BrClF5N3O2S3Tm

A structure of composition C27H17BrClF5N3O2S3Tm in a non-equilibrium geometry (ωB97M-V/def2-TZVPD, OMol25).

## Properties
- Frontier orbital gap (alpha / beta): 6.86 / 6.87 eV
- Net charge: 0
- Spin multiplicity: 3
- HOMO energy (alpha / beta): -0.260 / -0.260 Ha
- Energy relative to the best compared isomer or geometry (same formula, charge and spin): 0.000 eV
- Electronic energy: -7167.267336 hartree

XYZ file:
```
60
C27H17BrClF5N3O2S3Tm (ωB97M-V/def2-TZVPD)
C -2.40149 -1.48091 3.42586
F -3.53326 -0.77394 3.39613
C -0.81276 2.49055 -0.97102
F -2.88248 -2.24801 5.59923
C 1.94117 1.22580 2.53571
C 4.18486 -0.26614 2.73369
C -4.01715 0.74770 -1.98653
C -3.76722 0.45938 -3.31400
H 0.85565 -1.89276 -4.77528
C 0.47869 -0.92105 -2.84539
S -1.20396 -2.59547 -3.65178
S 3.67598 1.38977 -3.06425
C -0.34492 -2.18139 2.29835
H -2.42063 0.69305 -4.96426
N 1.70695 0.81031 -1.59640
C 1.62256 -0.01176 -2.70563
C -1.53880 -1.48673 2.35464
H -3.44276 -2.51086 -1.89802
C -1.85314 1.87390 -1.80362
F -0.56775 -3.65892 5.62001
O 0.74849 3.19941 2.06521
H -4.94488 0.42155 -1.53129
F -1.88977 -0.73956 1.26991
H -0.74836 1.93529 -3.64896
H 3.40536 3.57633 -1.14944
C 2.60977 1.23162 3.74046
C -1.44590 -1.79865 -2.15610
O -0.34990 1.22354 2.05160
H 2.24383 1.82449 4.56719
H -3.27077 1.66174 -0.19897
C 3.74740 0.45040 3.83847
C -1.66537 1.60298 -3.17104
H -1.23823 3.12368 -0.19098
H 5.07611 -0.87471 2.76727
F 1.08093 -3.62143 3.51121
C -0.89171 -2.94112 4.54108
Tm -0.00694 0.52178 0.15279
C -3.06895 1.44239 -1.24389
H 4.30086 0.39834 4.76831
H -0.09963 3.06584 -1.55949
H 2.78988 -0.35901 -4.53246
C -2.07323 -2.22463 4.53891
H 2.20858 2.91250 -0.03595
C 3.07246 2.66717 -0.64898
C 0.25172 -1.74560 -3.89257
C -2.61090 -2.14934 -1.29417
C 2.73048 1.61719 -1.65655
H -2.31523 -2.93115 -0.59124
H 3.87940 2.32616 0.00304
N 2.32591 0.51601 1.46511
C -0.05092 -2.91484 3.44402
C 3.44173 -0.18713 1.57129
S 0.68044 -2.12900 0.88724
Cl -4.92229 -0.46845 -4.23773
C 0.68310 2.00190 2.23803
C 2.62702 0.15380 -3.59702
Br 4.04653 -1.11827 0.04203
H -2.94334 -1.28448 -0.73466
C -2.59665 0.90269 -3.91589
N -0.49654 -0.95194 -1.86318
```

natural (NBO) atomic charge list, values in e, 5 entries: number 1, C, carries 0.317; number 2, F, carries -0.292; number 3, C, carries -1.032; number 4, F, carries -0.287; number 5, C, carries 0.142



2.
# C31H36BF3O4

A cluster of 2 separate species, C31H36BF3O4 in total in a non-equilibrium geometry (ωB97M-V/def2-TZVPD, OMol25).

## Properties
- Frontier orbital gap: 3.23 eV
- Net charge: 0
- HOMO energy: -0.236 Ha
- Energy relative to the best compared isomer or geometry (same formula, charge and spin): 0.000 eV
- Electronic energy: -1828.217293 hartree

XYZ file:
```
75
C31H36BF3O4 (ωB97M-V/def2-TZVPD)
C -1.55581 -1.07876 -2.88384
C -6.52822 -2.70958 2.04825
B 2.58663 1.42931 1.72961
C 3.14813 0.59782 -1.68477
H 1.28238 3.47577 0.20919
C -0.97772 -0.56167 -4.08251
H 4.96400 -0.93148 -0.48546
H 4.15839 3.05718 4.59745
H -2.18388 0.87456 0.65712
C -1.63117 -2.50113 -2.76927
H 0.69935 -5.27085 -6.62104
H -6.10379 -3.66013 1.70158
C 4.75864 -0.01369 0.07909
C 2.58097 -1.97234 0.62422
H 3.92602 1.27290 -2.06138
C -1.92634 -0.21389 -1.80849
O 0.09230 -3.53275 -5.85057
H 5.45431 0.76112 -0.26935
H -5.62911 -2.60962 -0.35765
C 0.15970 -4.96589 -5.72550
H -2.07798 -2.94253 -1.87999
C -0.48161 -2.79578 -4.86835
C -3.93913 -1.50201 -1.08908
C -0.46307 -1.38967 -5.04549
H 4.94844 -0.20069 1.14330
C -1.09161 -3.34307 -3.71733
H -0.93405 0.52153 -4.21956
C 3.32399 0.45194 -0.18263
H -3.72499 0.06850 2.45334
C -0.36610 4.05221 1.45148
C -2.27776 4.65243 2.93338
H 0.54311 0.70827 -0.11821
H -0.70368 4.80998 0.75023
H 5.88588 2.41445 2.96315
O -5.50507 -1.71105 2.22491
H 3.52638 -2.15239 1.14320
H -1.48118 0.78179 -1.77961
H 3.13038 3.79543 3.24348
C 2.23880 -0.48964 0.57667
C 3.77888 1.71256 2.86884
C -2.91152 -0.54137 -0.83603
C -2.91231 0.08660 0.44964
F -3.24237 4.46679 1.97353
C 1.23372 2.34012 2.05496
C -4.84252 -1.88483 -0.12257
C 0.51285 2.09389 3.21546
H 0.78450 -0.82440 -1.00340
H -0.84306 -5.40743 -5.71567
C 0.77413 3.29180 1.15371
C -0.61958 2.85755 3.53549
C 4.89842 2.65448 2.55953
F -2.84769 4.35516 4.13136
H 1.78997 -2.50479 1.16186
C -4.72766 -1.34241 1.17850
H -7.30148 -2.36430 1.35091
H 0.10802 -0.84098 0.63289
H 3.26889 -0.37846 -2.17261
O 3.11424 1.70910 0.41193
H -4.00195 -1.96354 -2.07234
H -1.14516 2.68566 4.46873
C 0.84068 -0.34524 -0.01908
H -6.94238 -2.81958 3.05059
H -1.15049 -4.42643 -3.58067
H 2.63048 -2.37325 -0.39536
F -1.99003 5.99316 2.94534
H 2.16893 1.02228 -1.92935
H 4.05850 0.82609 3.45736
H 0.81666 1.31060 3.90574
C -1.05012 3.82597 2.63846
C -3.75725 -0.34105 1.44411
O 2.24561 0.02967 1.88362
H 4.89634 3.16471 1.59267
H 0.71293 -5.26504 -4.82632
C 3.85161 3.03441 3.54828
H -0.02531 -1.01411 -5.96972
```

Löwdin atomic charge list, values in e, 5 entries: number 1, C, carries -0.203; number 2, C, carries -0.042; number 3, B, carries -0.845; number 4, C, carries -0.024; number 5, H, carries 0.111



3.
# C4H12FO2S2Tl

A structure of composition C4H12FO2S2Tl in a non-equilibrium geometry (ωB97M-V/def2-TZVPD, OMol25).

## Properties
- Frontier orbital gap: 3.01 eV
- Net charge: +2
- HOMO energy: -0.603 Ha
- Energy relative to the best compared isomer or geometry (same formula, charge and spin): 0.349 eV
- Electronic energy: -1377.848072 hartree

XYZ file:
```
22
C4H12FO2S2Tl (ωB97M-V/def2-TZVPD)
H -0.58678 0.31984 -0.58651
S -1.51561 -2.43867 1.44724
H -1.32295 1.61925 -1.47796
O 2.31474 0.62277 -1.63975
Tl 3.01112 -0.94449 -2.65631
H -1.83257 -0.24287 2.45831
C -1.31318 -1.14899 2.77022
H 2.03230 3.58788 -0.70390
H 0.32277 3.57802 -0.45177
C 1.20286 2.93526 -0.43146
H -1.76978 -1.50054 3.69544
H -0.66721 -2.21276 -0.81839
S 1.23411 1.65936 -1.79018
H 1.29103 2.47086 0.55071
C -0.45351 0.96218 -1.45699
H -0.64722 0.24569 -2.25525
F 0.85500 -1.28823 -1.78520
C -0.60699 -1.57021 0.06003
O -0.63414 -3.65245 1.84856
H -1.09618 -0.60105 -0.03757
H 0.43277 -1.46243 0.36886
H -0.25065 -0.93851 2.89195
```

Löwdin atomic charge list, values in e, 5 entries: number 1, H, carries -0.017; number 2, S, carries 1.152; number 3, H, carries 0.097; number 4, O, carries -0.757; number 5, Tl, carries 1.267



4.
# C5H9Hg2O5S

A structure of composition C5H9Hg2O5S in a non-equilibrium geometry (ωB97M-V/def2-TZVPD, OMol25).

## Properties
- Frontier orbital gap: 2.35 eV
- Net charge: +3
- HOMO energy: -0.685 Ha
- Electronic energy: -1275.600860 hartree

XYZ file:
```
22
C5H9Hg2O5S (ωB97M-V/def2-TZVPD)
H 0.84620 -1.03889 0.17697
H -2.05563 1.08496 3.09047
O -0.47612 0.83310 -4.44421
H 1.56861 -1.28792 2.64431
O -0.55224 1.46028 0.10076
S -1.12472 0.32637 0.82271
H 0.28749 0.35955 4.32113
O -0.67813 -1.22907 -3.77313
O 1.25791 -0.23411 -4.49149
C 0.90038 -0.49866 2.29988
H -1.54253 -0.83120 -3.90010
H -0.52008 1.71900 2.54702
C -0.08338 -0.11788 3.41416
C 0.07476 -0.19614 -4.26780
C 0.20458 -0.91395 1.04923
O -2.35139 -0.33020 0.35302
C -1.10695 0.80449 2.63283
H -0.30030 -1.81742 1.39119
H -0.63076 -1.03519 3.63103
H 1.60061 0.30261 2.06379
Hg 4.15589 -1.41651 -6.59137
Hg 0.52580 4.05678 -3.07039
```

natural (NBO) atomic charge list, values in e, 5 entries: number 1, H, carries 0.292; number 2, H, carries 0.309; number 3, O, carries -0.380; number 4, H, carries 0.317; number 5, O, carries -0.756